DFT (the ωB97M-V functional and the def2-TZVPD basis) results for C24H26BF4N6O3STi as an isolated structure at a distorted geometry.

XYZ file:
```
66
Properties=species:S:1:pos:R:3:mulliken_charge:R:1
Ti 0.3647 0.2331 0.6624 -0.09
O 4.3566 -0.5911 -1.2116 -0.81
C 3.9686 -0.2001 -2.4429 0.70
C 4.8314 -0.4937 -3.5007 -0.64
C 4.5120 -0.1216 -4.7913 -0.33
C 3.3229 0.5530 -5.0574 -0.79
C 2.4684 0.8449 -4.0124 -0.75
C 2.7717 0.4837 -2.6984 0.15
C 1.7975 0.7819 -1.6325 1.13
O 1.9612 0.1858 -0.4604 -0.15
N 0.8071 1.5973 -1.8084 -1.18
N 0.0865 1.6019 -0.6384 1.61
C -0.5721 2.7383 -0.2654 -1.55
C -0.5820 2.9240 1.0964 1.22
C -1.1204 4.0551 1.7948 -1.15
C -0.9292 4.1848 3.1273 -0.24
C -0.2019 3.1846 3.8398 -0.80
C 0.2499 2.0996 3.1562 -0.35
N 0.0603 1.9225 1.8201 0.31
H 3.6174 -0.3976 -0.5971 0.35
H 5.7485 -1.0211 -3.2717 0.44
H 5.1921 -0.3632 -5.5996 0.38
H 3.0636 0.8354 -6.0692 0.40
H 1.5254 1.3467 -4.1879 0.47
H -0.8859 3.4585 -1.0073 0.35
H -1.6587 4.8026 1.2250 0.42
H -1.3201 5.0504 3.6482 0.38
H -0.0134 3.2698 4.9002 0.43
H 0.7809 1.2971 3.6515 0.34
O -0.3121 -1.2894 -0.4148 -0.33
N 0.2956 -1.7965 -1.5141 -0.06
C 1.4064 -2.5424 -1.2658 -0.21
C 2.1394 -3.0807 -2.2739 -1.02
C 1.7092 -2.8428 -3.5947 0.02
C 0.5748 -2.1280 -3.8170 -0.92
C -0.2203 -1.5753 -2.7626 0.54
S -1.6462 -0.7417 -3.0492 -0.43
H 1.6304 -2.6406 -0.2146 0.59
H 3.0302 -3.6443 -2.0413 0.40
H 2.2802 -3.2208 -4.4336 0.39
H 0.2166 -1.9311 -4.8168 0.41
C -2.6573 0.9037 2.2655 -0.45
C -4.0164 0.4078 2.8145 -0.91
N -4.3782 -0.8800 2.2301 -0.23
C -3.3616 -1.8579 2.6166 -0.91
C -1.9470 -1.3879 2.1998 -0.49
N -2.0301 -0.1332 1.4127 1.09
C -2.9456 -0.3612 0.2668 -0.44
C -4.3573 -0.7374 0.7726 -0.87
H -1.9825 1.1493 3.0815 -0.02
H -2.7820 1.7944 1.6524 0.40
H -4.8094 1.1249 2.5904 0.31
H -3.9764 0.2891 3.8999 0.34
H -3.6094 -2.8088 2.1404 0.31
H -3.4185 -2.0066 3.6972 0.34
H -1.4456 -2.1295 1.5828 0.28
H -1.3127 -1.2012 3.0695 0.43
H -2.5165 -1.1323 -0.3603 0.01
H -2.9520 0.5482 -0.3341 0.50
H -4.6836 -1.6812 0.3310 0.39
H -5.0919 0.0233 0.4986 0.24
F 1.1754 -1.1658 4.0704 -0.40
B 1.8130 -1.4003 2.8666 0.40
F 1.9148 -0.0982 2.1624 -0.35
F 3.0637 -1.9325 3.0027 -0.34
F 0.9997 -2.1556 1.9988 -0.28
```

frontier orbital gap (spin up / spin down): 6.41 / 6.83 eV
highest occupied orbital energy (spin up / spin down): -3.785 / -4.238 eV
energy relative to the best compared isomer or geometry (same formula, charge and spin): 1.2 kcal per mole
energy: -85900.0894 eV
charge: -1